Here is the molecule C11H13O2P from the OMol25 dataset. Energies are from wB97M-V/def2-TZVPD.

Structure (XYZ):
```
27
Properties=species:S:1:pos:R:3:forces:R:3:lowdin_charge:R:1
H 1.4650 -0.5955 0.0151 -0.241 -0.158 -0.271 0.08
C -0.5335 0.0713 0.5105 -0.023 0.329 -0.838 -0.14
C -1.4222 0.5725 1.6127 -0.325 -0.268 0.599 -0.35
C 0.7778 -0.5756 0.8608 0.860 1.044 0.128 -0.14
H 1.1900 -2.3272 -1.4678 0.108 -0.229 -0.146 0.03
C 2.3746 -0.4350 2.8616 -0.167 0.283 -0.166 0.00
H -0.5530 -2.5106 -1.3146 -0.036 -0.066 0.047 0.04
O -1.4134 0.0900 2.7270 0.227 0.019 -0.233 0.12
C -0.9765 0.2108 -0.7545 0.758 0.068 0.523 -0.25
H 2.2622 0.2102 -1.8047 0.023 0.209 0.145 0.02
H 0.1453 -2.7238 -2.8971 0.267 0.035 -0.148 0.02
C -2.3105 0.8646 -0.9759 -0.514 0.060 -0.459 -0.40
H 0.5779 -1.5950 1.1797 0.088 -0.136 -0.035 0.13
O -3.0090 0.6066 -1.9323 0.254 0.079 0.081 0.08
H -3.4825 2.6240 -0.2068 -0.227 -0.190 -0.331 0.12
P -0.1221 -0.3732 -2.2843 -1.228 -0.016 -1.404 0.93
H 1.3573 1.5991 -2.4742 -0.191 0.058 0.116 0.04
C -2.3760 1.6723 1.3008 0.399 -0.121 -0.351 0.02
H -2.6768 2.2784 2.1423 -0.203 -0.008 0.037 0.12
H 1.8258 0.2519 -3.4867 -0.108 -0.009 -0.124 0.03
C 1.4721 0.5199 -2.4921 0.426 -0.638 0.523 -0.30
C 1.4092 0.1197 2.0651 0.598 -0.384 0.001 -0.15
C 0.2410 -2.1623 -1.9749 0.020 0.610 0.659 -0.29
H 1.0505 1.1171 2.3071 -1.402 -0.694 1.023 0.10
C -2.7980 1.8299 0.0497 0.513 0.092 0.651 0.02
H 2.1362 -0.6835 3.8934 0.675 1.849 0.646 0.05
H 3.3886 -0.6567 2.5402 -0.553 -1.817 -0.675 0.05
```
Positions in Å, forces in eV/Å.

For the calculated total energy, the calculation gives -24996.9025 eV. For the HOMO energy, the calculation gives -7.9963 eV. The calculation puts the LUMO energy at -0.0428 hartree. The SMILES is C=CCC1=C(P(C)C)C(=O)C=CC1=O. The energy relative to the best compared isomer or geometry (same formula, charge and spin) is 74.1 kcal per mole. The max |F| is 2.07 eV/A. The frontier orbital gap comes out at 0.251 hartree.


Here is a cluster of 2 separate species, C11H14BClN3O5 in total from the OMol25 dataset. Energies are from wB97M-V/def2-TZVPD.

Structure (XYZ):
```
35
Properties=species:S:1:pos:R:3:forces:R:3:lowdin_charge:R:1
N 1.2907 3.5127 -2.1845 0.454 -0.429 -0.275 0.19
O -1.5274 -6.1776 0.0525 0.020 -0.053 -0.016 0.13
H 1.3744 2.6190 3.5906 -0.563 0.224 0.505 0.13
C 0.7482 1.3775 0.6243 -0.858 1.149 1.448 -0.09
C -1.1367 -2.6618 0.2292 -0.057 0.038 0.007 0.01
O -2.7984 -1.0959 0.8415 0.248 0.053 -0.131 0.09
H 0.1702 -4.2516 -0.2766 -0.011 -0.034 0.008 0.13
Cl 2.1708 -0.6829 -2.3754 -0.248 0.048 -0.284 0.74
C -3.4968 -3.3399 0.8613 -0.003 -0.027 -0.004 0.02
C -2.5014 -2.2612 0.6581 -0.111 -0.094 0.073 -0.38
H 1.5111 3.3044 -3.1418 -0.507 0.066 -0.242 0.13
C 2.7489 -0.0307 -0.8553 0.142 -0.158 0.438 -0.80
N -0.4099 2.0348 -1.3724 0.990 -0.237 0.488 0.14
O 0.0906 3.7127 1.5270 0.693 -0.129 -0.277 0.18
O 0.7879 2.0351 3.0977 0.760 -0.340 -0.483 0.22
H 3.0411 1.8273 -1.8396 0.037 0.137 -0.107 0.11
H -4.4835 -3.0247 1.1749 0.007 0.029 0.004 0.13
C -3.1833 -4.6179 0.6655 -0.009 0.027 0.003 0.03
B 0.5513 2.4407 1.8267 -0.166 -0.053 0.358 -0.59
H 1.1351 0.5054 1.1305 0.300 -0.550 -0.764 0.14
C 0.8402 2.5766 -1.3063 -0.005 -0.188 -0.274 -0.33
H 3.7497 1.7751 -0.2609 -0.005 -0.168 0.483 0.14
H -3.8956 -5.4201 0.8082 0.017 -0.023 -0.006 0.13
C -1.8201 -5.0202 0.2346 -0.025 0.028 0.016 -0.38
H 0.8132 4.3038 1.2901 -0.263 0.360 0.011 0.12
C -0.8185 -3.9370 0.0332 0.025 0.028 -0.012 0.03
H 1.4473 4.4531 -1.8697 0.357 -0.015 0.187 0.13
N 1.6231 2.0780 -0.3328 -0.648 -0.389 -0.296 0.04
H -0.4169 -1.8639 0.0909 0.015 0.007 0.022 0.10
C -0.6340 1.3204 -0.0936 -0.141 0.163 -0.914 -0.05
O 2.9852 -0.7241 0.0678 0.103 -0.227 0.138 0.11
H -1.1105 0.3716 -0.2960 0.156 -0.345 0.285 0.10
C 2.8791 1.4743 -0.8295 0.468 0.904 -0.277 -0.09
H -1.3388 1.9528 0.4296 -0.277 -0.171 0.221 0.13
H -0.3866 1.4345 -2.1996 -0.895 0.367 -0.333 0.17
```
Positions in Å, forces in eV/Å.

The net charge is +1. For the calculated total energy, the calculation gives -39534.1029 eV. For the HOMO energy, the calculation gives -12.4468 eV. The calculation puts the LUMO energy at -0.1737 hartree. The max |F| is 2.04 eV/A. The frontier orbital gap comes out at 0.284 hartree.


Here is a structure of composition C11H14BFeN7S from the OMol25 dataset. Energies are from wB97M-V/def2-TZVPD.

Structure (XYZ):
```
35
Properties=species:S:1:pos:R:3:forces:R:3:lowdin_charge:R:1
H -0.6284 -1.8084 1.9417 0.211 0.107 0.542 -0.05
H -2.0858 -0.0478 -3.8423 -0.012 0.054 0.174 0.11
H 2.7796 -2.7683 0.6283 -0.009 0.306 -0.234 0.11
C 0.9018 3.3648 -0.0825 -0.191 0.330 0.176 -0.06
C -2.3086 -0.1967 -2.7939 -0.479 -0.355 0.742 -0.11
N -1.8883 -0.3872 -0.6073 0.316 -0.067 -0.106 0.05
H -4.4717 -0.6533 -2.6116 -0.225 -0.045 -0.198 0.07
N 0.8902 1.1718 0.3523 -2.207 3.923 -0.572 -0.11
C -3.1817 -0.6423 -0.7799 0.726 0.443 -1.139 -0.17
C 1.0048 2.4160 0.9357 -0.281 -0.807 -2.219 -0.11
N 0.5248 1.3637 -0.9704 1.627 0.185 1.017 0.01
H 1.0526 2.5391 2.0106 0.336 -0.162 -0.178 0.04
H 1.8691 -1.6583 -3.4741 -0.415 -0.116 0.430 0.13
C 2.4267 -2.2989 -0.2865 -0.969 1.563 -1.245 -0.11
C 0.6095 2.6731 -1.2542 -0.129 -0.185 0.330 -0.06
C -3.5110 -0.5284 -2.1599 1.000 0.202 0.115 -0.09
N -1.3409 -0.1230 -1.8379 -0.297 -0.467 0.992 -0.06
H 3.3778 -3.3234 -1.9976 -0.166 -0.129 0.016 0.10
C 1.8658 -1.7787 -2.3916 -0.142 0.206 0.771 -0.05
C 2.6595 -2.6161 -1.6156 0.495 -0.545 -0.478 -0.07
C -0.4002 -1.0362 2.6907 1.589 -0.255 -1.493 -0.12
H 0.9900 4.4316 0.0107 -0.032 0.087 0.026 0.09
N 1.1412 -0.9906 -1.5660 1.785 0.009 0.903 0.03
N -1.0997 0.4228 5.2352 1.248 0.735 -0.950 0.12
Fe 1.7916 -0.1780 1.2177 -1.358 -0.546 4.187 0.80
S 1.1889 1.9005 4.6893 -0.120 0.035 -0.191 0.67
H -1.1607 -0.2726 2.6508 0.112 0.363 0.088 -0.06
C -0.1212 1.0340 4.8521 -1.628 -1.221 1.354 -0.86
H -1.6170 -0.3851 4.8700 0.558 0.743 0.114 0.08
N 1.5868 -1.2079 -0.2609 -0.303 -4.209 -3.011 -0.12
H 0.4744 3.0571 -2.2679 -0.129 -0.306 0.490 0.13
H -3.8273 -0.8698 0.0643 0.251 0.058 -0.214 0.09
H 0.3445 0.5697 -3.0713 0.409 -0.188 -0.053 0.11
H -0.0364 -1.3621 3.6627 -0.223 -0.135 -0.219 -0.07
B 0.1996 0.1889 -1.9408 -1.352 0.391 0.036 -0.48
```
Positions in Å, forces in eV/Å.

For the calculated total energy, the calculation gives -67960.2649 eV. The multiplicity is 5. For the HOMO energy (spin up / spin down), the calculation gives -7.4114 / -7.1207 eV. The calculation puts the LUMO energy (spin up / spin down) at -0.0213 / -0.0211 hartree. The energy relative to the best compared isomer or geometry (same formula, charge and spin) is 67.3 kcal per mole. The max |F| is 5.18 eV/A. The frontier orbital gap (spin up / spin down) comes out at 0.251 / 0.241 hartree.


Here is a structure of composition C11H14BFeN7Se from the OMol25 dataset. Energies are from wB97M-V/def2-TZVPD.

Structure (XYZ):
```
35
Properties=species:S:1:pos:R:3:forces:R:3:lowdin_charge:R:1
C 0.0268 2.5872 -0.0787 0.412 -0.729 -1.605 -0.09
H -2.1976 -3.0834 0.2150 -0.023 0.157 0.013 0.06
H 3.1771 -0.8041 -3.7488 0.023 -0.077 0.230 0.13
H -1.1737 0.2596 -5.2984 -0.130 -0.021 0.037 0.13
H -3.2708 -1.1116 -1.7488 0.196 0.073 -0.195 0.11
C 0.4731 3.6701 -0.8429 0.016 -0.012 -0.125 -0.06
C 0.1573 0.2384 2.4288 -0.540 -0.706 -2.439 -0.93
Fe -0.5204 -0.3018 -0.4469 0.072 -0.611 1.453 0.56
H 1.9125 -2.2887 0.1391 -0.060 0.080 -0.104 0.11
C -2.5580 -0.7320 -2.4730 1.556 0.710 -0.792 -0.09
H 1.1962 3.6245 -2.9869 0.007 0.031 0.165 0.12
C -2.7030 -0.5699 -3.8525 -0.176 -0.019 0.018 -0.05
N 1.1223 -0.8430 -1.2058 4.152 -1.880 -2.318 -0.05
C 2.7017 -1.0272 -2.8015 -0.630 -0.106 0.672 -0.06
N -0.0644 -0.0598 1.2940 1.012 0.883 5.557 -0.08
H 0.5192 4.6956 -0.5268 0.100 0.084 -0.016 0.09
H 1.2109 1.1193 -4.1918 -0.036 -0.070 -0.050 0.12
H 3.8447 -2.6238 -1.7627 0.019 0.075 -0.018 0.09
H -1.6503 -1.9467 1.4981 -0.017 -0.056 -0.349 0.05
N -1.3141 -0.3177 -2.0870 -2.911 -0.176 -5.730 -0.08
N 0.5862 1.8300 -2.0823 -0.594 0.285 1.494 0.00
N -0.6703 0.1284 -3.2715 -1.801 -0.864 0.986 0.02
C 0.8175 3.1537 -2.0904 -0.304 -0.489 0.490 -0.06
C -1.5812 -2.2063 0.4389 -1.095 -0.502 -0.044 -0.05
Se 0.4376 0.6766 4.0945 0.129 0.154 0.469 0.53
B 0.7499 0.7271 -3.1647 -0.324 -0.125 1.456 -0.48
C -1.5052 -0.0196 -4.3094 0.062 -0.258 0.869 -0.05
C 2.0168 -1.7940 -0.8171 -0.390 1.258 -1.214 -0.09
N 0.0691 1.4518 -0.8300 1.458 5.152 -1.105 -0.06
H -1.9862 -1.3655 -0.2085 -0.238 -1.398 1.076 -0.01
N 1.5751 -0.3787 -2.4587 0.127 -1.022 1.450 0.01
C 3.0144 -1.9385 -1.7888 -0.079 0.104 -0.119 -0.06
H -0.2828 2.5643 0.9573 -0.045 -0.107 -0.190 0.10
H -0.5580 -2.4837 0.1819 -0.034 0.090 0.017 0.03
H -3.5722 -0.8307 -4.4345 0.087 0.089 -0.040 0.09
```
Positions in Å, forces in eV/Å.

For the calculated total energy, the calculation gives -122474.9986 eV. The multiplicity is 5. For the HOMO energy (spin up / spin down), the calculation gives -7.4617 / -7.3413 eV. The calculation puts the LUMO energy (spin up / spin down) at 0.0189 / 0.0039 hartree. The energy relative to the best compared isomer or geometry (same formula, charge and spin) is 0.0 kcal per mole. The max |F| is 6.43 eV/A. The frontier orbital gap (spin up / spin down) comes out at 0.293 / 0.274 hartree.


Q: Among the records above, which one has the lowest calculated total energy?
A: C11H14BFeN7Se


Q: Among the records above, which one has the lowest calculated total energy?
A: C11H14BFeN7Se


Q: Among the records above, which one has the lowest calculated total energy?
A: C11H14BFeN7Se